Record 1
Below is a cluster of 10 separate species, C52H125N7O11 in total, with properties calculated with the ωB97M-V functional and the def2-TZVPD basis.

**Net charge**: +4
**LUMO**: -0.279 hartree
**Strongest force on any atom**: 7.036 eV Å⁻¹
**Orbital gap**: 5.17 eV
**Spin multiplicity**: 1

Last column: Löwdin charge in e.
Element x y z (Å)
C1 7.707 4.735 15.573  -0.070
C2 8.205 4.802 14.150  -0.605
C3 9.625 4.179 13.934  -0.033
O1 7.325 4.222 13.236  -0.300
H1 7.538 3.706 15.889  0.083
H2 6.844 5.371 15.772  0.050
H3 8.416 5.189 16.266  0.047
H4 8.291 5.878 13.997  0.078
H5 9.476 3.107 14.068  0.090
H6 10.210 4.562 14.770  0.037
H7 10.188 4.432 13.036  0.055
C4 1.786 6.318 19.230  -0.062
C5 2.144 4.817 18.923  -0.204
C6 3.708 4.641 18.724  -0.152
N1 4.162 3.222 18.977  -0.221
C7 3.764 2.547 17.606  -0.092
C8 4.270 1.124 17.559  -0.178
C9 5.791 1.105 17.664  -0.148
C10 6.253 1.854 18.994  -0.109
C11 5.736 3.356 19.120  -0.033
C12 3.558 2.620 20.244  0.045
H8 2.076 6.536 20.258  0.084
H9 0.702 6.428 19.262  0.084
H10 2.312 6.921 18.490  0.067
H11 1.540 4.359 18.140  0.090
H12 1.805 4.239 19.783  0.088
H13 4.235 5.327 19.388  0.133
H14 4.013 5.036 17.755  0.089
H15 4.249 3.146 16.835  0.101
H16 2.679 2.469 17.533  0.130
H17 4.056 0.614 16.619  0.124
H18 3.873 0.474 18.339  0.125
H19 6.237 1.605 16.804  0.099
H20 6.162 0.089 17.527  0.123
H21 7.323 2.059 19.014  0.111
H22 6.021 1.302 19.905  0.107
H23 6.160 3.841 18.240  0.119
H24 5.886 3.770 20.118  0.139
H25 3.907 3.173 21.117  0.127
H26 4.019 1.652 20.442  0.096
H27 2.502 2.417 20.067  0.112
C13 13.078 2.286 13.781  -0.082
C14 13.542 3.738 13.810  -0.213
C15 13.755 4.279 12.385  -0.095
N2 14.726 5.486 12.125  -0.216
C16 14.995 5.644 10.579  -0.074
C17 16.093 6.716 10.127  -0.094
C18 17.407 6.389 10.952  -0.193
C19 17.218 6.283 12.407  -0.185
C20 16.112 5.277 12.813  -0.082
C21 14.123 6.797 12.632  0.019
H28 12.913 1.875 14.776  0.089
H29 13.694 1.513 13.322  0.084
H30 12.100 2.267 13.300  0.064
H31 14.429 3.835 14.436  0.112
H32 12.679 4.278 14.201  0.082
H33 12.908 4.458 11.722  0.124
H34 14.285 3.446 11.923  0.123
H35 15.430 4.690 10.277  0.126
H36 14.041 5.739 10.059  0.116
H37 16.085 6.714 9.037  0.122
H38 15.730 7.686 10.468  0.097
H39 17.929 5.513 10.568  0.125
H40 18.171 7.139 10.751  0.121
H41 18.183 6.023 12.841  0.138
H42 16.897 7.185 12.929  0.105
H43 16.459 4.320 12.424  0.138
H44 15.957 5.240 13.891  0.126
H45 13.629 6.412 13.524  0.075
H46 13.325 7.107 11.956  0.096
H47 14.824 7.574 12.937  0.096
C22 10.893 14.516 10.652  -0.073
C23 9.961 13.298 10.273  -0.203
C24 10.513 12.120 11.148  -0.100
N3 9.735 10.781 10.974  -0.211
C25 8.373 10.891 11.732  -0.095
C26 7.656 9.582 11.949  -0.158
C27 8.547 8.469 12.572  -0.187
C28 9.806 8.254 11.770  -0.150
C29 10.524 9.623 11.657  -0.089
C30 9.416 10.368 9.499  0.054
H48 11.960 14.296 10.701  0.079
H49 10.578 14.766 11.665  0.079
H50 10.772 15.321 9.927  0.088
H51 10.074 13.100 9.208  0.104
H52 8.928 13.630 10.384  0.108
H53 10.486 12.280 12.226  0.129
H54 11.528 11.981 10.777  0.135
H55 8.567 11.388 12.682  0.137
H56 7.764 11.557 11.120  0.130
H57 6.827 9.696 12.647  0.120
H58 7.233 9.205 11.017  0.094
H59 8.765 8.810 13.584  0.098
H60 7.996 7.552 12.785  0.091
H61 10.508 7.601 12.288  0.111
H62 9.619 7.855 10.773  0.105
H63 10.672 10.043 12.652  0.113
H64 11.548 9.543 11.293  0.135
H65 10.324 10.414 8.899  0.118
H66 8.735 11.089 9.047  0.101
H67 9.014 9.354 9.476  0.088
C31 4.246 7.780 10.058  0.012
N4 4.498 7.084 8.705  -0.333
C32 3.253 6.244 8.478  0.019
C33 4.603 8.093 7.561  0.034
C34 5.747 6.101 8.749  -0.006
C35 5.807 5.191 10.059  -0.195
O2 5.768 5.884 11.322  -0.113
H68 3.780 7.186 10.844  0.070
H69 3.608 8.641 9.861  0.111
H70 5.242 8.100 10.364  0.085
H71 2.374 6.881 8.579  0.119
H72 3.310 5.542 9.310  0.088
H73 3.366 5.793 7.492  0.116
H74 5.333 8.848 7.854  0.108
H75 3.743 8.759 7.627  0.106
H76 4.613 7.531 6.627  0.123
H77 6.648 6.711 8.688  0.135
H78 5.561 5.439 7.903  0.134
H79 6.842 4.848 10.048  0.114
H80 5.125 4.345 9.975  0.101
H81 6.258 5.361 11.961  0.020
C36 4.051 3.948 14.111  0.029
N5 2.868 4.906 13.991  -0.339
C37 1.948 4.408 12.983  -0.009
C38 2.254 4.853 15.351  0.020
C39 3.269 6.313 13.614  -0.095
C40 4.402 6.911 14.374  -0.193
O3 4.212 7.050 15.822  -0.061
H82 4.667 4.360 14.911  0.086
H83 4.631 3.857 13.193  0.086
H84 3.759 2.909 14.260  0.121
H85 1.594 3.399 13.197  0.122
H86 2.377 4.382 11.982  0.111
H87 1.038 5.008 12.970  0.125
H88 1.446 5.567 15.193  0.129
H89 3.055 4.934 16.085  0.066
H90 1.765 3.879 15.399  0.116
H91 2.450 6.979 13.887  0.151
H92 3.414 6.385 12.536  0.104
H93 4.563 7.886 13.914  0.129
H94 5.322 6.345 14.227  0.100
H95 5.006 7.276 16.312  0.093
C41 12.226 9.268 16.085  0.038
N6 11.484 8.108 16.766  -0.297
C42 10.801 7.150 15.774  0.014
C43 12.468 7.293 17.582  0.021
C44 10.304 8.600 17.703  -0.037
C45 10.742 9.040 19.137  -0.245
O4 11.703 10.025 19.057  -0.055
H96 13.255 9.076 15.779  0.104
H97 12.364 10.070 16.810  0.099
H98 11.579 9.439 15.225  0.084
H99 11.577 6.814 15.087  0.097
H100 9.992 7.666 15.256  0.086
H101 10.487 6.351 16.445  0.083
H102 13.318 7.013 16.959  0.112
H103 12.014 6.422 18.055  0.118
H104 12.906 7.898 18.375  0.106
H105 9.603 7.776 17.838  0.125
H106 9.732 9.360 17.171  0.131
H107 11.232 8.264 19.727  0.125
H108 9.936 9.369 19.794  0.136
H109 11.841 10.308 19.963  0.118
C46 8.776 1.077 11.021  -0.001
N7 7.720 0.773 9.950  -0.309
C47 7.881 1.897 8.920  0.031
C48 8.144 -0.587 9.322  0.027
C49 6.299 0.483 10.526  -0.029
C50 5.771 1.556 11.608  -0.238
O5 6.448 1.310 12.793  -0.061
H110 9.815 1.025 10.696  0.111
H111 8.680 0.316 11.795  0.110
H112 8.642 2.104 11.360  0.085
H113 7.227 2.733 9.168  0.081
H114 7.488 1.484 7.991  0.105
H115 8.899 2.260 8.779  0.106
H116 8.166 -1.415 10.030  0.112
H117 9.132 -0.354 8.927  0.112
H118 7.371 -0.823 8.590  0.106
H119 6.184 -0.545 10.868  0.136
H120 5.748 0.509 9.586  0.123
H121 4.709 1.350 11.745  0.109
H122 5.756 2.616 11.356  0.088
H123 6.720 2.220 12.933  0.031
O6 9.628 3.854 18.139  0.040
C51 10.913 3.549 18.270  -0.991
O7 11.423 3.293 19.314  0.039
O8 11.566 3.527 17.221  -0.070
H124 9.639 4.094 17.210  0.027
O9 9.841 4.203 10.303  0.064
C52 10.371 5.083 9.496  -0.970
O10 11.209 5.852 9.909  -0.025
O11 9.994 5.064 8.305  -0.041
H125 9.766 4.868 10.992  0.071


Record 2
Below is a structure of composition C33H33N2O9PPdS2, with properties calculated with the ωB97M-V functional and the def2-TZVPD basis.

**Energy above the lowest of the compared OMol25 structures with the same formula, charge and spin**: 13.8 kcal/mol
**LUMO (alpha / beta)**: -0.011 / -0.107 hartree
**Strongest force on any atom**: 0.548 eV Å⁻¹
**Orbital gap (alpha / beta)**: 7.86 / 6.58 eV
**Spin multiplicity**: 5

Last column: Löwdin charge in e.
Element x y z (Å)
Pd1 -0.523 0.177 1.538  0.909
C1 1.346 3.334 -0.459  -0.056
C2 0.184 4.197 0.017  -0.374
C3 0.704 5.499 0.622  -0.059
C4 -0.655 3.452 1.062  -0.281
C5 -1.999 4.101 1.353  -0.049
O1 -2.903 3.389 0.469  0.025
C6 -2.303 2.225 0.197  -0.311
N1 -1.075 2.119 0.561  0.078
C7 -3.121 1.266 -0.567  -0.122
C8 -4.432 1.646 -0.846  0.008
C9 -5.252 0.857 -1.635  -0.048
C10 -4.764 -0.320 -2.171  -0.051
C11 -3.466 -0.719 -1.886  -0.078
C12 -2.636 0.052 -1.077  -0.274
P1 -0.978 -0.592 -0.678  1.088
C13 0.107 -0.025 -2.005  -0.360
C14 -0.334 0.277 -3.287  -0.062
C15 0.584 0.651 -4.260  -0.068
C16 1.936 0.713 -3.957  -0.068
C17 2.379 0.410 -2.676  -0.064
C18 1.466 0.049 -1.699  -0.116
C19 -1.122 -2.387 -0.877  -0.350
C20 -2.107 -3.074 -0.166  -0.097
C21 -2.165 -4.456 -0.218  -0.061
C22 -1.247 -5.167 -0.976  -0.071
C23 -0.273 -4.488 -1.693  -0.079
C24 -0.203 -3.103 -1.643  -0.089
H1 2.022 3.912 -1.091  0.084
H2 0.990 2.482 -1.034  0.048
H3 1.908 2.955 0.398  0.080
H4 -0.465 4.431 -0.837  0.146
H5 1.385 5.286 1.449  0.092
H6 -0.097 6.134 1.004  0.071
H7 1.253 6.075 -0.124  0.081
H8 -0.064 3.328 1.962  0.109
H9 -2.057 5.156 1.101  0.125
H10 -2.332 3.928 2.376  0.138
H11 -4.807 2.571 -0.437  0.123
H12 -6.269 1.169 -1.828  0.111
H13 -5.390 -0.941 -2.799  0.111
H14 -3.097 -1.652 -2.287  0.110
H15 -1.390 0.236 -3.527  0.106
H16 0.239 0.893 -5.257  0.106
H17 2.647 1.005 -4.719  0.107
H18 3.431 0.482 -2.432  0.099
H19 1.803 -0.160 -0.690  0.085
H20 -2.844 -2.532 0.416  0.106
H21 -2.933 -4.975 0.340  0.116
H22 -1.287 -6.248 -1.005  0.109
H23 0.438 -5.041 -2.295  0.108
H24 0.561 -2.583 -2.207  0.104
C25 5.625 -0.718 -0.769  -0.047
C26 4.403 -1.216 -0.048  -0.273
C27 3.944 -0.569 1.100  -0.017
C28 2.875 -1.072 1.822  -0.054
C29 2.235 -2.214 1.356  -0.294
C30 2.643 -2.855 0.197  -0.054
C31 3.733 -2.351 -0.495  -0.034
S1 0.980 -2.955 2.335  0.626
O2 1.436 -3.080 3.684  -0.231
O3 0.453 -4.093 1.643  -0.256
N2 -0.241 -1.803 2.381  -0.114
C32 -1.399 -2.197 3.146  -0.149
C33 -2.677 -1.462 2.695  -0.650
O4 -3.735 -1.905 3.090  0.075
O5 -2.524 -0.457 1.900  -0.125
H25 5.823 0.328 -0.538  0.081
H26 5.527 -0.830 -1.849  0.074
H27 6.500 -1.297 -0.466  0.089
H28 4.440 0.326 1.452  0.125
H29 2.558 -0.589 2.734  0.091
H30 2.123 -3.746 -0.127  0.104
H31 4.074 -2.853 -1.394  0.122
H32 -1.211 -1.916 4.191  0.149
H33 -1.562 -3.276 3.119  0.132
O6 1.135 2.006 5.083  -0.178
S2 0.643 1.441 3.840  0.255
O7 -0.750 1.759 3.507  -0.321
O8 1.507 1.641 2.679  -0.347
O9 0.648 -0.038 4.206  -0.177


Record 3
Below is a cluster of 9 separate species, C27H81O36P9 in total, with properties calculated with the ωB97M-V functional and the def2-TZVPD basis.

**Energy above the lowest of the compared OMol25 structures with the same formula, charge and spin**: 203.7 kcal/mol
**LUMO**: 0.005 hartree
**Strongest force on any atom**: 4.435 eV Å⁻¹
**Orbital gap**: 9.97 eV
**Spin multiplicity**: 1
**SMILES**: COP(=O)(OC)OC.COP(=O)(OC)OC.COP(=O)(OC)OC.COP(=O)(OC)OC.COP(=O)(OC)OC.COP(=O)(OC)OC.COP(=O)(OC)OC.COP(=O)(OC)OC.COP(=O)(OC)OC

Last column: Löwdin charge in e.
Element x y z (Å)
C1 5.157 4.107 -3.150  -0.079
O1 4.317 3.696 -4.296  -0.227
P1 3.340 2.366 -4.145  0.518
O2 3.909 1.253 -3.316  -0.255
O3 1.966 2.980 -3.486  -0.244
C2 1.226 3.932 -4.248  -0.081
O4 3.081 1.934 -5.693  -0.225
C3 4.072 1.282 -6.380  -0.148
H1 6.241 4.108 -3.266  0.071
H2 4.913 3.528 -2.259  0.066
H3 5.161 5.169 -2.904  0.083
H4 1.718 4.877 -4.021  0.092
H5 0.156 3.947 -4.040  0.076
H6 1.490 3.619 -5.258  0.078
H7 4.997 1.094 -5.835  0.097
H8 4.318 1.651 -7.376  0.090
H9 3.534 0.397 -6.720  0.095
C4 -0.876 -5.561 -5.130  -0.104
O5 -1.360 -4.458 -4.337  -0.243
P2 -2.991 -4.083 -4.213  0.384
O6 -3.680 -4.080 -5.502  -0.224
O7 -2.919 -2.645 -3.556  -0.224
C5 -4.112 -2.040 -3.045  -0.091
O8 -3.539 -5.095 -3.152  -0.207
C6 -3.055 -5.134 -1.800  -0.060
H10 -0.037 -6.027 -4.614  0.086
H11 -0.658 -5.529 -6.198  0.088
H12 -1.654 -6.313 -5.003  0.076
H13 -5.089 -2.520 -2.981  0.105
H14 -4.245 -1.091 -3.566  0.088
H15 -3.870 -1.649 -2.057  0.064
H16 -3.878 -5.378 -1.129  0.079
H17 -2.669 -4.158 -1.503  0.075
H18 -2.275 -5.896 -1.801  0.106
C7 8.297 4.370 -0.917  -0.111
O9 6.977 4.221 -0.432  -0.229
P3 6.815 3.333 0.890  0.490
O10 7.516 3.765 2.119  -0.226
O11 7.257 1.763 0.370  -0.265
C8 6.543 0.892 -0.522  -0.087
O12 5.227 3.199 1.034  -0.247
C9 4.623 2.780 2.232  -0.104
H19 9.014 4.942 -0.327  0.101
H20 8.258 4.794 -1.921  0.081
H21 8.625 3.378 -1.224  0.090
H22 5.697 0.503 0.044  0.078
H23 7.160 0.072 -0.891  0.089
H24 6.252 1.456 -1.409  0.070
H25 3.545 2.871 2.363  0.086
H26 5.143 3.225 3.080  0.092
H27 4.753 1.698 2.217  0.086
C10 3.252 5.993 0.675  -0.138
O13 2.265 6.754 1.247  -0.199
P4 0.914 6.214 1.941  0.504
O14 0.056 7.260 2.602  -0.254
O15 0.211 5.386 0.732  -0.249
C11 -0.787 5.885 -0.182  -0.069
O16 1.254 4.911 2.888  -0.226
C12 1.372 5.076 4.303  -0.122
H28 2.931 5.086 0.164  0.078
H29 4.066 5.625 1.299  0.084
H30 3.638 6.649 -0.106  0.097
H31 -0.943 6.927 0.097  0.087
H32 -1.652 5.223 -0.156  0.079
H33 -0.393 5.843 -1.197  0.080
H34 1.553 4.161 4.867  0.086
H35 0.449 5.458 4.740  0.080
H36 2.058 5.834 4.681  0.087
C13 -4.597 -4.174 7.657  -0.175
O17 -4.249 -3.731 6.381  -0.217
P5 -3.977 -2.087 6.294  0.536
O18 -4.949 -1.255 7.128  -0.277
O19 -2.437 -2.036 6.820  -0.211
C14 -1.722 -0.831 6.701  -0.146
O20 -3.973 -1.764 4.710  -0.236
C15 -3.904 -0.379 4.163  -0.031
H37 -5.054 -5.164 7.646  0.078
H38 -5.283 -3.589 8.269  0.088
H39 -3.787 -4.489 8.314  0.089
H40 -0.952 -0.848 7.473  0.097
H41 -2.302 0.092 6.712  0.078
H42 -1.266 -0.513 5.764  0.082
H43 -4.900 0.035 4.002  0.096
H44 -3.338 -0.473 3.236  0.059
H45 -3.253 0.288 4.727  0.073
C16 -4.763 3.389 -7.361  -0.059
O21 -3.940 2.723 -6.345  -0.237
P6 -3.071 3.469 -5.216  0.466
O22 -2.778 4.890 -5.342  -0.221
O23 -3.846 3.032 -3.797  -0.273
C17 -5.186 3.348 -3.605  -0.118
O24 -1.682 2.609 -5.159  -0.230
C18 -1.500 1.456 -5.995  -0.102
H46 -4.622 2.808 -8.272  0.093
H47 -4.441 4.398 -7.618  0.082
H48 -5.779 3.634 -7.052  0.086
H49 -5.510 3.937 -4.463  0.077
H50 -5.194 3.960 -2.704  0.099
H51 -5.728 2.403 -3.558  0.095
H52 -1.534 1.656 -7.066  0.094
H53 -2.079 0.554 -5.798  0.084
H54 -0.587 0.938 -5.702  0.086
C19 0.513 -3.861 4.651  -0.078
O25 1.113 -3.343 3.454  -0.240
P7 2.467 -3.995 2.853  0.443
O26 2.255 -5.395 2.369  -0.250
O27 2.970 -2.966 1.654  -0.203
C20 2.269 -1.749 1.361  -0.108
O28 3.508 -3.853 4.005  -0.219
C21 4.065 -5.017 4.628  -0.094
H55 0.054 -4.850 4.673  0.084
H56 -0.315 -3.186 4.867  0.080
H57 1.295 -3.887 5.410  0.083
H58 1.255 -1.699 1.758  0.072
H59 2.217 -1.767 0.272  0.090
H60 2.728 -0.789 1.594  0.070
H61 4.786 -5.452 3.935  0.091
H62 3.381 -5.856 4.745  0.083
H63 4.441 -4.728 5.610  0.092
C22 -1.316 -0.985 -1.171  -0.076
O29 -0.338 0.007 -0.726  -0.265
P8 -0.589 1.002 0.545  0.492
O30 -1.056 0.237 1.706  -0.241
O31 0.887 1.681 0.778  -0.207
C23 1.936 1.577 -0.176  -0.108
O32 -1.640 2.145 -0.027  -0.228
C24 -1.728 2.429 -1.481  -0.060
H64 -2.284 -0.896 -0.678  0.074
H65 -1.173 -2.034 -0.912  0.082
H66 -1.415 -0.920 -2.255  0.084
H67 2.200 2.614 -0.385  0.074
H68 1.697 1.254 -1.189  0.080
H69 2.861 1.191 0.251  0.074
H70 -1.068 1.763 -2.037  0.071
H71 -1.544 3.480 -1.705  0.079
H72 -2.626 1.956 -1.879  0.076
C25 -3.618 -7.321 0.985  -0.098
O33 -3.587 -6.049 1.664  -0.262
P9 -2.326 -5.570 2.633  0.548
O34 -0.966 -5.838 2.073  -0.237
O35 -2.569 -3.995 3.087  -0.245
C26 -2.621 -3.023 1.995  -0.075
O36 -2.665 -6.460 4.016  -0.237
C27 -3.928 -6.494 4.668  -0.114
H73 -2.807 -7.990 1.276  0.098
H74 -3.893 -7.277 -0.069  0.069
H75 -4.505 -7.867 1.306  0.081
H76 -2.199 -2.080 2.342  0.067
H77 -3.649 -2.980 1.637  0.092
H78 -2.079 -3.458 1.156  0.066
H79 -3.886 -6.284 5.737  0.074
H80 -4.270 -7.528 4.676  0.081
H81 -4.690 -6.010 4.057  0.090


Question: Which of these has the lowest strongest force on any atom?
Answer: C33H33N2O9PPdS2